DFT (ωB97M-V/def2-TZVPD) results for a cluster of 2 separate species, C5H14NO in total in a non-equilibrium geometry.

Each line ends with the natural charge from an NBO analysis.
Geometry (Å):
C1 -0.554 -1.090 -1.066  -0.2124
C2 0.568 -0.274 -1.707  -0.4340
C3 1.761 0.024 -0.781  -0.4723
C4 0.646 1.958 0.441  -0.4889
C5 1.737 1.264 0.065  -0.1162
N1 -0.591 -0.964 0.450  -0.7208
H1 -1.523 -0.690 -1.346  0.2265
H2 -0.480 -2.144 -1.280  0.2292
H3 0.175 0.655 -2.111  0.2314
H4 0.982 -0.873 -2.514  0.2488
H5 2.010 -0.808 -0.113  0.2178
H6 2.642 0.073 -1.429  0.2550
H7 -0.018 2.171 -0.401  0.2068
H8 0.498 2.450 1.390  0.2298
H9 2.633 1.344 0.683  0.2136
H10 -0.091 -1.696 0.951  0.4337
H11 -1.550 -0.803 0.791  0.4762
H12 -0.055 -0.121 0.727  0.4514
H13 -2.596 0.529 2.373  0.4867
H14 -3.484 -0.592 2.714  0.5079
O1 -2.708 -0.413 2.166  -0.9701

Summary:
Kohn-Sham gap: 10.105 eV
LUMO energy: -3.19 eV
relative energy (zero: lowest compared OMol25 entry of this formula, charge and spin): 175.3 kJ/mol
charge: +1